Computed, not measured: C12H30B5CaF12N5O3Sn as an isolated structure, with the ωB97M-V functional and the def2-TZVPD basis.

Maximum force in hartree/bohr: 0.1058
E_HOMO in eV: -7.60
Orbital gap in eV: 1.47

XYZ file:
```
69
Properties=species:S:1:pos:R:3:forces:R:3
Ca -0.43945 1.58390 6.47874 -0.51 0.50 -0.91
Sn -6.99572 4.15189 2.62402 0.74 0.21 0.17
N -1.79961 -3.23000 9.01802 -1.58 -1.16 0.76
O -1.74310 -2.66917 7.94888 0.97 1.78 -2.50
O -2.91424 -3.51378 9.43860 -1.57 -0.23 0.74
O -0.83789 -3.58026 9.64854 2.27 -0.13 0.82
B -1.92899 2.17615 2.52634 0.59 -0.02 0.87
H -2.54800 1.64004 3.22893 -2.63 -2.40 3.22
H -1.16375 1.53608 2.11531 3.10 -2.68 -1.61
H -2.55811 2.42447 1.68563 -2.76 1.23 -3.40
H -1.47896 3.05540 2.96067 1.72 3.54 1.75
B -4.72297 2.14133 7.74023 -0.18 -0.23 0.68
H -4.45024 3.01770 7.17295 1.46 3.61 -2.93
H -4.98910 1.39552 7.00729 -1.30 -2.93 -3.41
H -3.87504 1.85620 8.34352 3.69 -0.98 2.66
H -5.58114 2.35682 8.35777 -3.13 0.41 2.54
C 1.09423 -5.75990 -4.69613 1.07 0.59 0.14
C 1.42640 -6.75946 -3.56294 -0.37 0.28 -0.66
N 0.34286 -6.68121 -2.56134 -1.46 1.63 3.18
C -0.68554 -7.56554 -2.45249 -1.81 0.36 0.67
C -1.64100 -7.07223 -1.55437 0.88 0.09 0.02
N -1.14129 -5.88705 -0.98327 2.07 -1.58 -2.57
C 0.05065 -5.69289 -1.60763 0.14 -0.38 -0.78
C -1.69404 -4.92240 -0.01971 0.08 0.92 0.18
H 0.24168 -5.99206 -5.33438 -0.28 -0.22 0.62
H 1.89784 -5.60788 -5.41669 0.40 -0.54 0.18
H 1.01779 -4.76456 -4.25848 -0.51 0.04 0.02
H 2.37961 -6.63847 -3.04828 -0.06 0.51 -0.19
H 1.45800 -7.77171 -3.96601 -0.31 -0.08 0.26
H -0.67764 -8.47036 -3.04211 -0.28 0.10 0.09
H -2.61499 -7.42990 -1.25467 0.23 -0.24 -0.11
H 0.64366 -4.82517 -1.35903 0.27 -0.17 -0.31
H -2.64109 -5.22183 0.42921 0.23 -0.31 -0.32
H -1.80306 -3.95141 -0.50282 -0.45 -0.22 -0.39
H -0.98562 -4.66435 0.76746 0.15 -0.77 0.11
C 0.65964 0.59647 -4.28735 -1.67 -0.18 0.09
C 1.71233 1.64236 -4.18135 1.33 0.60 0.22
N 2.95814 1.12767 -4.76346 4.27 -1.83 -2.83
C 4.11738 0.56578 -4.13331 -0.92 0.22 -0.45
C 4.98701 0.09483 -5.10320 -0.26 1.18 1.75
N 4.50602 0.49570 -6.30243 -2.46 -0.31 0.84
C 3.24869 0.96637 -6.10984 -0.02 1.39 1.34
C 5.11157 0.21404 -7.57101 -0.48 0.02 -1.41
H -0.11635 0.88578 -3.57867 -0.14 -0.34 0.06
H 0.98096 -0.42760 -4.09727 0.42 0.25 0.56
H 0.14922 0.49308 -5.24490 0.22 0.57 -0.29
H 1.94891 1.95802 -3.16524 0.05 -0.73 0.31
H 1.55343 2.64064 -4.58916 -0.59 -0.33 -0.73
H 4.20989 0.63298 -3.05938 0.02 -0.32 -0.07
H 5.93670 -0.41746 -5.05785 -0.07 0.22 0.36
H 2.61331 1.32274 -6.90715 0.02 -0.07 0.04
H 5.97019 0.84106 -7.81126 0.04 -0.04 0.49
H 4.34593 0.46018 -8.30674 0.18 -0.20 -0.23
H 5.35692 -0.84435 -7.65882 0.06 0.13 0.08
B -4.33883 8.54851 -1.38683 0.23 0.68 0.03
F -3.42861 9.48263 -1.03670 1.91 1.64 0.62
F -4.81461 8.82644 -2.61535 -1.53 0.91 -2.69
F -3.79959 7.32626 -1.46297 1.65 -3.37 0.18
F -5.31336 8.54370 -0.44784 -2.44 -0.15 1.86
B -1.49129 7.94948 6.97643 0.64 1.48 -1.06
F -2.31213 7.73741 5.88517 -1.21 0.21 -0.90
F -0.43919 8.80841 6.58973 0.51 0.04 -0.25
F -2.09426 8.53339 8.04502 -1.35 0.71 1.28
F -1.03576 6.73390 7.33223 1.42 -2.77 0.96
B 4.06287 1.11160 4.40645 0.64 1.91 -0.39
F 3.50465 2.20624 5.07096 -0.78 1.43 0.62
F 4.46475 1.53944 3.11952 0.15 -0.42 0.20
F 5.00951 0.57582 5.19292 2.98 -0.33 0.97
F 3.13384 0.16456 4.38790 -3.67 -2.72 -1.16
```
Positions in Å, forces in eV/Å.

Let us look at the Mulliken charges, expressed in e, one per atom: atom 1 (Ca): 1.812, atom 2 (Sn): 1.215, atom 3 (N): 1.096, atom 4 (O): -0.608, atom 5 (O): -0.522, atom 6 (O): -0.560, atom 7 (B): -0.029, atom 8 (H): -0.245, atom 9 (H): -0.161, atom 10 (H): -0.188, atom 11 (H): -0.195, atom 12 (B): 0.055, atom 13 (H): -0.122, atom 14 (H): -0.121, atom 15 (H): -0.291, atom 16 (H): -0.142, atom 17 (C): -0.979, atom 18 (C): -0.474, atom 19 (N): 0.189, atom 20 (C): -0.233, atom 21 (C): -0.415, atom 22 (N): 0.113, atom 23 (C): -0.290, atom 24 (C): -0.758, atom 25 (H): 0.320, atom 26 (H): 0.380, atom 27 (H): 0.269, atom 28 (H): 0.347, atom 29 (H): 0.290, atom 30 (H): 0.407, atom 31 (H): 0.425, atom 32 (H): 0.415, atom 33 (H): 0.289, atom 34 (H): 0.363, atom 35 (H): 0.341, atom 36 (C): -1.045, atom 37 (C): -0.563, atom 38 (N): 0.148, atom 39 (C): -0.381, atom 40 (C): -0.429, atom 41 (N): 0.145, atom 42 (C): -0.086, atom 43 (C): -0.827, atom 44 (H): 0.363, atom 45 (H): 0.323, atom 46 (H): 0.358, atom 47 (H): 0.361, atom 48 (H): 0.382, atom 49 (H): 0.453, atom 50 (H): 0.459, atom 51 (H): 0.357, atom 52 (H): 0.321, atom 53 (H): 0.292, atom 54 (H): 0.370, atom 55 (B): 0.580, atom 56 (F): -0.383, atom 57 (F): -0.389, atom 58 (F): -0.396, atom 59 (F): -0.412, atom 60 (B): 0.596, atom 61 (F): -0.415, atom 62 (F): -0.421, atom 63 (F): -0.380, atom 64 (F): -0.383, atom 65 (B): 0.602, atom 66 (F): -0.425, atom 67 (F): -0.417, atom 68 (F): -0.364, atom 69 (F): -0.386